1.
C2H2ClO2S | ωB97M-V/def2-TZVPD

Atoms and positions in Å:
C 0.00561 0.30058 -1.43385
C -0.17643 -0.93769 -1.15916
O -0.26436 -2.09966 -1.02907
O -1.31943 0.26733 2.63006
S -0.06063 1.08890 2.42796
Cl 1.31388 -0.28241 1.46520
H -0.56599 1.10411 -1.15120
H 1.06735 0.55884 -1.74994

Atoms 1-2, force components in eV/Å:
3.0 0.6 -1.6
-0.2 -2.6 0.1

Output
E_HOMO (eV): -2.193
Electronic energy (Ha): -1086.2605
Charge: -1
Relative energy (zero: lowest compared OMol25 entry of this formula, charge and spin) (kcal/mol): 39.7
Frontier orbital gap (hartree): 0.2174
LUMO (eV): 3.724
Maximum force (Eh/bohr): 0.06775

2.
C34H57CrN3O2SSi | ωB97M-V/def2-TZVPD

Atoms and positions in Å:
O 0.61892 -2.41127 -1.24999
O -1.24206 -1.85536 -3.72540
C 1.94577 -2.55131 -1.95437
C 2.91374 -3.32046 -1.10262
H 2.26961 -1.53515 -2.18635
H 1.64788 -3.04546 -2.87708
H 3.07297 -2.84647 -0.12529
H 3.87832 -3.35934 -1.61590
H 2.57045 -4.35015 -0.95729
C -0.24023 -3.64976 -1.12382
C -0.10267 -4.50297 -2.34693
H -1.25285 -3.25106 -1.00652
H 0.07122 -4.17287 -0.21457
H -0.40249 -3.97306 -3.25743
H -0.77175 -5.36374 -2.23765
H 0.90638 -4.91427 -2.46831
C -2.62600 -1.68170 -3.39951
C -0.73124 -1.19131 -4.87853
C -3.35284 -2.99550 -3.57269
H -3.08256 -0.88140 -4.00665
H -2.63902 -1.37312 -2.34208
H -3.33372 -3.31546 -4.62049
H -4.39526 -2.89209 -3.26459
H -2.88271 -3.77370 -2.96336
C -1.03021 -1.98229 -6.13375
H 0.34972 -1.12442 -4.69833
H -1.13937 -0.16897 -4.94067
H -0.70731 -3.02010 -6.01946
H -0.50046 -1.55054 -6.98163
H -2.10100 -1.97236 -6.35209
H 0.66682 -1.76821 -0.44384
N 1.59002 1.16123 2.03215
C 1.52435 2.41319 2.49855
C 0.37900 3.21086 2.34103
C -0.92506 2.76843 2.09570
C 2.73491 3.00042 3.16004
H 3.61878 2.98077 2.50584
H 2.99165 2.47655 4.09101
H 2.52766 4.04240 3.41554
C -2.03757 3.77731 2.09488
H -2.65406 3.71348 3.00171
H -2.70218 3.66381 1.22546
H -1.60587 4.78178 2.06446
N -1.22901 1.46598 1.94554
C 2.76377 0.36647 2.27337
C 3.72124 0.20250 1.25031
C 3.62980 0.92050 -0.06257
C 4.82718 -0.62141 1.47587
H 5.55844 -0.73789 0.67672
C 4.99500 -1.25131 2.70801
H 5.86003 -1.89191 2.87521
C 4.06959 -1.04809 3.73095
H 4.19292 -1.52300 4.70352
C 2.96826 -0.21207 3.53955
C 2.02964 0.00136 4.68659
C -2.53486 1.01815 2.31430
C -3.43798 0.59359 1.31564
C -3.08679 0.70696 -0.13345
C -4.71815 0.17429 1.68394
H -5.40258 -0.15719 0.90112
C -5.10698 0.18181 3.01993
H -6.09993 -0.16941 3.30072
C -4.22915 0.65057 3.99814
H -4.52373 0.67017 5.04751
C -2.95121 1.09728 3.66071
C -2.04684 1.60370 4.74469
Cr 0.12211 0.40360 0.97784
H 3.37343 0.23077 -0.88246
H 4.60898 1.35603 -0.31844
H 2.89108 1.73094 -0.05465
H 1.48244 0.94659 4.62552
H 2.59565 -0.00082 5.62724
H 1.28407 -0.79745 4.74761
H -3.76905 0.09237 -0.73382
H -2.05713 0.37372 -0.34468
H -3.17520 1.74528 -0.49367
H -1.09177 1.06398 4.76453
H -2.53289 1.42618 5.71092
H -1.84089 2.67964 4.67208
H 0.49299 4.26149 2.57076
C 0.32519 0.38175 -1.12726
Si 0.35356 2.00390 -2.09458
H 1.27010 -0.13508 -1.33294
H -0.46004 -0.26493 -1.55698
C 1.60153 1.80635 -3.50400
C 0.86999 3.50896 -1.11017
C -1.31598 2.36563 -2.88423
H -1.82731 1.45077 -3.21344
H -1.17410 3.00707 -3.76793
H -1.97880 2.90366 -2.19286
H 2.55546 1.40217 -3.13678
H 1.80823 2.78661 -3.95914
H 1.22443 1.13718 -4.29134
H 1.72415 3.32658 -0.44863
H 0.04492 3.88437 -0.49269
H 1.16023 4.31658 -1.79939
S 0.12512 -1.77968 1.64539
C -0.63352 -1.47028 3.10755
N -1.12538 -1.38128 4.17513

Atoms 1-2, force components in eV/Å:
0.7 0.3 0.4
0.0 0.3 0.3

Output
E_HOMO (alpha / beta) (eV): -10.596 / -10.763
Electronic energy (Ha): -3376.3984
Charge: +1
Relative energy (zero: lowest compared OMol25 entry of this formula, charge and spin) (kcal/mol): 38.3
Frontier orbital gap (alpha / beta) (hartree): 0.2653 / 0.3036
LUMO (alpha / beta) (eV): -3.378 / -2.501
Spin multiplicity: 4
Maximum force (Eh/bohr): 0.05769

3.
C17H27N3 | ωB97M-V/def2-TZVPD

Atoms and positions in Å:
N 2.47137 0.21505 2.10990
N 1.24884 0.69686 2.13720
C 2.44328 -0.76110 1.22993
C 0.43867 0.02796 1.32357
N 1.20667 -0.95544 0.70939
C 3.91076 -2.65940 1.97750
C 0.73857 -2.43385 -2.78750
C 3.67599 -1.53525 0.95332
C 0.86767 -1.89538 -0.36338
C 1.25333 -1.41343 -1.76100
C -3.23802 2.22730 0.67931
C -3.78317 -0.26535 0.29431
C -3.66329 0.63858 2.60097
C -1.50594 0.65781 -0.19794
C -1.40441 1.51068 2.20942
C -1.82653 -0.90522 1.76166
C -3.00724 0.98556 -0.21769
C -2.86026 1.87750 2.11888
C -3.31179 -0.57721 1.76089
C -1.04477 0.31943 1.25729
H 3.97326 -2.31083 3.02842
H 3.12734 -3.43542 1.90631
H 4.85215 -3.16038 1.73350
H -0.34572 -2.67329 -2.57884
H 1.30420 -3.38050 -2.69621
H 0.91068 -2.08670 -3.82163
H 4.50434 -0.79603 0.99358
H 3.63742 -1.96774 -0.05632
H 1.28372 -2.88219 -0.14881
H -0.22110 -2.07589 -0.37746
H 0.78681 -0.43641 -1.94599
H 2.35630 -1.32453 -1.85440
H -2.64908 3.07932 0.30029
H -4.32716 2.52451 0.61098
H -3.61261 -1.13272 -0.38647
H -4.83937 -0.04692 0.26479
H -3.44777 0.42784 3.64748
H -4.73864 0.89148 2.59631
H -1.36271 -0.22946 -0.84743
H -0.86293 1.50306 -0.56803
H -0.77395 2.37064 2.01639
H -1.20497 1.15571 3.25839
H -1.66119 -1.78159 1.15167
H -1.48346 -1.15631 2.80375
H -3.31622 1.19445 -1.22968
H -3.02672 2.78157 2.72230
H -3.84817 -1.43784 2.16761

Atoms 1-2, force components in eV/Å:
0.7 -1.1 -1.1
-2.9 0.9 0.2

Output
E_HOMO (eV): -8.596
Electronic energy (Ha): -828.2664
Relative energy (zero: lowest compared OMol25 entry of this formula, charge and spin) (kcal/mol): 16.5
Frontier orbital gap (hartree): 0.3388
LUMO (eV): 0.623
Maximum force (Eh/bohr): 0.05987

4.
C4H8N2O | ωB97M-V/def2-TZVPD

Atoms and positions in Å:
C -1.28384 0.94276 0.36448
C -0.49708 -0.13096 -0.05685
N 1.35367 1.36226 0.13598
C 1.73660 -0.93859 0.35206
C -0.94601 -1.30525 -0.62128
O -2.64473 0.98343 0.22277
N 0.88651 0.05851 0.14604
H -2.90565 0.21791 -0.29356
H -0.89558 1.75543 0.93944
H 2.36959 1.36545 0.13622
H 0.96019 1.89635 -0.63764
H 1.34722 -1.91016 0.59217
H 2.78664 -0.73359 0.42607
H -2.00167 -1.49459 -0.74994
H -0.26586 -2.06895 -0.95597

Atoms 1-2, force components in eV/Å:
-1.1 0.2 0.0
0.3 -0.6 -0.5

Output
E_HOMO (alpha / beta) (eV): -6.958 / -5.692
Electronic energy (Ha): -341.7941
Relative energy (zero: lowest compared OMol25 entry of this formula, charge and spin) (kcal/mol): 131.5
Frontier orbital gap (alpha / beta) (hartree): 0.2866 / 0.2066
LUMO (alpha / beta) (eV): 0.841 / -0.071
Maximum force (Eh/bohr): 0.02323

5.
C14H23N3O6P2S2 | ωB97M-V/def2-TZVPD

Atoms and positions in Å:
N -4.59676 0.21049 -3.01657
P -4.01863 -1.16920 -2.51941
C -2.59421 -0.86935 -1.43988
C -2.77758 -0.50965 -0.14754
C -1.65660 -0.18474 0.67227
C -0.39422 -0.23363 0.17838
P 0.94078 0.30525 1.30104
O 1.54352 -0.95757 2.05288
O 2.08455 0.90293 0.35106
S 0.26056 1.65229 2.49476
C -0.15327 -0.64697 -1.16586
N 0.99122 -0.74858 -1.82007
S 0.64894 -1.23922 -3.31109
N -0.95398 -1.32089 -3.22062
C -1.28795 -0.96935 -1.99175
H -4.56677 0.28143 -4.02582
H -4.93191 -1.92169 -1.75452
H -3.56731 -1.98453 -3.56970
H -3.76280 -0.42767 0.28456
H -1.81593 0.13979 1.68623
H 1.65770 -0.67227 2.97203
H 1.62076 1.45794 -0.29181
O 6.38002 -4.54807 4.44591
C 6.18818 -3.71384 3.60670
O 4.92551 -3.31512 3.35982
C 4.60414 -2.20551 2.51549
C 4.52589 -2.61087 1.05933
C 7.31635 -3.16116 2.76519
H 5.29680 -1.37856 2.68012
H 3.62963 -1.86488 2.84590
H 5.48709 -2.97085 0.69098
H 4.21509 -1.76527 0.44491
H 3.80630 -3.41992 0.93402
H 7.48494 -3.82797 1.92095
H 8.21301 -3.13561 3.37898
H 7.14570 -2.15125 2.39992
O -1.37909 2.63565 0.04766
C -2.28067 3.08652 -0.60990
O -3.24155 3.79327 0.00741
C -4.25906 4.50421 -0.70226
C -5.43129 3.60872 -1.04846
C -2.41031 2.79491 -2.08775
H -3.84393 5.00052 -1.58039
H -4.58274 5.29132 -0.02317
H -5.13792 2.79976 -1.71909
H -6.22135 4.18514 -1.53048
H -5.83277 3.15059 -0.14444
H -2.92564 1.84008 -2.22184
H -1.40842 2.71827 -2.50548
H -2.93401 3.56510 -2.64861

Atoms 1-2, force components in eV/Å:
0.0 -0.3 0.0
-0.1 1.4 -0.6

Output
E_HOMO (eV): -8.639
Electronic energy (Ha): -2642.1069
Frontier orbital gap (hartree): 0.2664
LUMO (eV): -1.390
Maximum force (Eh/bohr): 0.04263

6.
C43H33F4NO15 | ωB97M-V/def2-TZVPD

Atoms and positions in Å:
C 3.38778 2.03980 2.37792
O 3.04403 2.59764 1.03549
C 1.57295 2.43210 0.78740
C 1.21039 1.82203 -0.68013
O 1.43173 2.69069 -1.83232
C 1.71369 4.08397 -1.48233
O -0.17065 1.26874 -0.79555
C -1.16640 2.29258 -0.34631
N -1.70331 3.22230 0.41705
C 2.22008 0.50611 -0.89800
F 2.40630 -0.29884 0.33043
F 1.48134 -0.38165 -1.87166
C 3.63754 0.89444 -1.63367
F 3.66975 0.36320 -3.01919
F 4.71134 0.14494 -0.87998
H 2.84703 2.61464 3.25248
H 4.57340 2.09429 2.49933
H 3.10360 0.90784 2.49536
H 0.95565 3.39651 1.09843
H 1.24147 1.60392 1.58276
H 0.80254 4.53164 -0.90033
H 1.77997 4.68918 -2.50867
H 2.75765 4.26176 -0.95475
H 3.93919 2.02778 -1.55116
C 5.64141 -1.86125 4.25089
C 6.62286 -2.66369 3.82761
C 6.94794 -2.78515 2.39276
O 7.84475 -3.52089 2.00428
C 6.14798 -1.98473 1.44450
C 5.16654 -1.18229 1.86778
C 4.84146 -1.06083 3.30263
O 3.94464 -0.32509 3.69111
H 5.38958 -1.76113 5.29961
H 7.21916 -3.25668 4.51070
H 6.39981 -2.08485 0.39578
H 4.57023 -0.58930 1.18469
C -2.07902 3.72505 -4.75393
C -0.91510 4.37301 -4.86233
C -0.69308 5.66718 -4.18775
O 0.37122 6.26191 -4.28805
C -1.80589 6.21644 -3.38789
C -2.96982 5.56848 -3.27949
C -3.19183 4.27431 -3.95407
O -4.25614 3.67958 -3.85378
H -2.25860 2.77532 -5.24283
H -0.08896 3.98293 -5.44469
H -1.62632 7.16617 -2.89900
H -3.79596 5.95856 -2.69713
C 0.71284 -2.60670 1.05595
C 1.18351 -3.85507 0.97617
C 0.96304 -4.82789 2.06439
O 1.39519 -5.97012 1.99309
C 0.20135 -4.36849 3.24277
C -0.26932 -3.12012 3.32255
C -0.04885 -2.14729 2.23433
O -0.48101 -1.00507 2.30563
H 0.86630 -1.88050 0.26707
H 1.74340 -4.20750 0.11819
H 0.04789 -5.09469 4.03165
H -0.82922 -2.76769 4.18053
C -2.85794 -2.23138 -3.72145
C -2.63107 -1.28568 -4.63823
C -3.06524 0.10888 -4.42391
O -2.85978 0.97469 -5.26336
C -3.75795 0.41803 -3.15727
C -3.98481 -0.52768 -2.24049
C -3.55065 -1.92223 -2.45481
O -3.75610 -2.78805 -1.61536
H -2.54674 -3.25915 -3.86321
H -2.12361 -1.49636 -5.57199
H -4.06914 1.44580 -3.01551
H -4.49228 -0.31699 -1.30673
C -7.90909 5.19959 -2.70952
C -6.74516 5.84755 -2.81792
C -6.52315 7.14172 -2.14334
O -5.45884 7.73645 -2.24363
C -7.63595 7.69098 -1.34348
C -8.79988 7.04302 -1.23508
C -9.02189 5.74885 -1.90966
O -10.08620 5.15412 -1.80936
H -8.08866 4.24986 -3.19841
H -5.91902 5.45747 -3.40028
H -7.45638 8.64071 -0.85458
H -9.62602 7.43310 -0.65272
C 2.29726 -9.18749 6.23269
C 3.27871 -9.98994 5.80940
C 3.60379 -10.11140 4.37456
O 4.50060 -10.84714 3.98607
C 2.80383 -9.31098 3.42630
C 1.82239 -8.50853 3.84958
C 1.49731 -8.38708 5.28442
O 0.60049 -7.65133 5.67291
H 2.04543 -9.08737 7.28140
H 3.87501 -10.58292 6.49250
H 3.05566 -9.41110 2.37758
H 1.22608 -7.91555 3.16649

Atoms 1-2, force components in eV/Å:
0.5 -0.5 0.6
-2.0 -0.8 0.4

Output
E_HOMO (eV): -10.163
Electronic energy (Ha): -3240.6935
Frontier orbital gap (hartree): 0.3061
LUMO (eV): -1.832
Maximum force (Eh/bohr): 0.23020

7.
C5H6O | ωB97M-V/def2-TZVPD

Atoms and positions in Å:
C 1.81238 0.55015 -0.32824
C 0.41451 1.17037 -0.36204
C -0.62095 0.15378 -0.22377
C -1.40847 -0.72257 0.03299
C -2.21648 -1.73010 0.67841
O -1.78171 -2.81824 0.97529
H 1.95406 -0.00753 0.60117
H 1.96055 -0.14114 -1.16199
H 2.57495 1.33010 -0.38190
H 0.26871 1.77703 -1.26068
H 0.28445 1.84774 0.48914
H -3.24198 -1.40958 0.94162

Atoms 1-2, force components in eV/Å:
0.2 0.0 0.0
0.0 0.1 0.0

Output
E_HOMO (eV): -10.289
Electronic energy (Ha): -269.2786
Relative energy (zero: lowest compared OMol25 entry of this formula, charge and spin) (kcal/mol): 42.5
Frontier orbital gap (hartree): 0.3921
LUMO (eV): 0.380
Maximum force (Eh/bohr): 0.00981

8.
CH3N2P | ωB97M-V/def2-TZVPD

Atoms and positions in Å:
C -1.52349 -0.15573 0.15911
N -2.56192 -0.63773 0.23435
N 1.12980 -0.19209 0.55760
P -0.18919 0.85714 0.15077
H 1.14455 -0.99600 -0.19144
H 2.02917 0.30219 0.46122
H -0.02892 0.82222 -1.37161

Atoms 1-2, force components in eV/Å:
-2.0 -1.7 0.2
-0.4 -0.4 0.0

Output
E_HOMO (eV): -10.008
Electronic energy (Ha): -490.7331
Relative energy (zero: lowest compared OMol25 entry of this formula, charge and spin) (kcal/mol): 5.9
Frontier orbital gap (hartree): 0.3749
LUMO (eV): 0.192
Maximum force (Eh/bohr): 0.08590

What did the first record say?
C2H2ClO2S | ωB97M-V/def2-TZVPD

Atoms and positions in Å:
C 0.00561 0.30058 -1.43385
C -0.17643 -0.93769 -1.15916
O -0.26436 -2.09966 -1.02907
O -1.31943 0.26733 2.63006
S -0.06063 1.08890 2.42796
Cl 1.31388 -0.28241 1.46520
H -0.56599 1.10411 -1.15120
H 1.06735 0.55884 -1.74994

Atoms 1-2, force components in eV/Å:
3.0 0.6 -1.6
-0.2 -2.6 0.1

Output
E_HOMO (eV): -2.193
Electronic energy (Ha): -1086.2605
Charge: -1
Relative energy (zero: lowest compared OMol25 entry of this formula, charge and spin) (kcal/mol): 39.7
Frontier orbital gap (hartree): 0.2174
LUMO (eV): 3.724
Maximum force (Eh/bohr): 0.06775

Please write out number 1 again, unchanged.
C2H2ClO2S | ωB97M-V/def2-TZVPD

Atoms and positions in Å:
C 0.00561 0.30058 -1.43385
C -0.17643 -0.93769 -1.15916
O -0.26436 -2.09966 -1.02907
O -1.31943 0.26733 2.63006
S -0.06063 1.08890 2.42796
Cl 1.31388 -0.28241 1.46520
H -0.56599 1.10411 -1.15120
H 1.06735 0.55884 -1.74994

Atoms 1-2, force components in eV/Å:
3.0 0.6 -1.6
-0.2 -2.6 0.1

Output
E_HOMO (eV): -2.193
Electronic energy (Ha): -1086.2605
Charge: -1
Relative energy (zero: lowest compared OMol25 entry of this formula, charge and spin) (kcal/mol): 39.7
Frontier orbital gap (hartree): 0.2174
LUMO (eV): 3.724
Maximum force (Eh/bohr): 0.06775

- Look up the maximum force of the sixth one.
  0.23020 Eh/bohr